No. 1
{
  "formula": "C23H28F9IrO3",
  "method": "the ωB97M-V functional and the def2-TZVPD basis",
  "species": ["O", "C", "C", "H", "H", "C", "H", "H", "C", "H", "H", "H", "C", "H", "H", "H", "Ir", "C", "C", "C", "H", "C", "C", "H", "H", "H", "H", "C", "C", "C", "H", "C", "C", "H", "H", "H", "H", "O", "C", "C", "H", "H", "C", "H", "H", "C", "H", "H", "H", "H", "F", "C", "F", "F", "C", "O", "C", "F", "F", "F", "C", "F", "F", "F"],
  "xyz": [[0.086, -0.224, -6.539], [0.116, 1.121, -7.127], [0.224, 0.639, -8.560], [0.997, 1.679, -6.794], [-0.814, 1.664, -6.917], [0.213, -0.756, -7.886], [1.164, 0.908, -9.043], [-0.667, 0.879, -9.148], [1.502, -1.533, -8.069], [2.378, -0.922, -7.823], [1.575, -1.861, -9.116], [1.493, -2.419, -7.422], [-0.991, -1.561, -8.318], [-1.907, -0.967, -8.231], [-1.079, -2.464, -7.707], [-0.862, -1.861, -9.367], [-0.395, -0.713, -0.560], [-2.261, -0.399, 0.715], [-1.653, 0.857, 0.417], [-1.610, 1.006, -1.011], [-1.246, 1.560, 1.134], [-2.207, -0.186, -1.599], [-2.605, -1.047, -0.518], [-3.085, -2.021, -0.613], [-2.402, -0.778, 1.726], [-1.204, 1.879, -1.500], [-2.362, -0.348, -2.664], [1.034, -1.926, 0.733], [0.561, -2.658, -0.418], [0.997, -1.944, -1.597], [-0.020, -3.574, -0.376], [1.732, -0.775, -1.154], [1.731, -0.767, 0.273], [2.172, -0.011, 0.914], [0.857, -2.179, 1.772], [0.830, -2.224, -2.635], [2.236, -0.036, -1.772], [1.826, 1.337, -4.543], [0.706, 0.558, -4.052], [-0.544, 1.434, -4.137], [0.897, 0.299, -2.984], [0.631, -0.375, -4.610], [0.003, 2.879, -4.162], [-1.189, 1.248, -3.284], [-1.101, 1.210, -5.048], [1.527, 2.685, -4.055], [-0.398, 3.488, -3.343], [-0.258, 3.357, -5.113], [1.796, 2.755, -2.984], [2.114, 3.426, -4.617], [0.928, -2.166, 4.249], [1.193, -0.839, 4.353], [1.458, -0.555, 5.654], [2.304, -0.577, 3.615], [-0.057, 0.029, 3.788], [-0.247, -0.235, 2.557], [-1.437, -0.318, 4.610], [-1.306, -0.021, 5.930], [-2.485, 0.383, 4.114], [-1.723, -1.637, 4.477], [0.321, 1.639, 3.879], [0.741, 1.997, 5.121], [1.301, 1.926, 2.989], [-0.769, 2.391, 3.554]],
  "lowdin_spin": [0.000, 0.000, 0.000, 0.000, 0.000, 0.000, 0.000, 0.000, 0.000, 0.000, 0.000, 0.000, 0.000, 0.000, 0.000, 0.000, 2.338, 0.148, 0.137, 0.114, 0.005, 0.101, 0.155, 0.007, 0.005, 0.013, 0.010, 0.148, 0.120, 0.086, 0.006, 0.147, 0.167, 0.007, 0.006, 0.009, 0.011, 0.007, 0.012, 0.001, 0.010, 0.000, 0.000, 0.001, 0.000, 0.000, 0.000, 0.000, 0.000, 0.000, 0.000, 0.000, 0.000, 0.001, 0.018, 0.171, 0.009, 0.003, 0.002, 0.001, 0.015, 0.005, 0.001, 0.002],
  "gap_ev": [6.254, 4.573],
  "s2": 6.017,
  "lumo_ev": [0.2, -3.7],
  "multiplicity": 5,
  "e_tot_ha": -2121.70154
}

=====

No. 2
{
  "formula": "C23H28F9O3Tl",
  "method": "the ωB97M-V functional and the def2-TZVPD basis",
  "species": ["O", "C", "C", "H", "H", "C", "H", "H", "C", "H", "H", "H", "C", "H", "H", "H", "Tl", "C", "C", "C", "H", "C", "C", "H", "H", "H", "H", "C", "C", "C", "H", "C", "C", "H", "H", "H", "H", "O", "C", "C", "H", "H", "C", "H", "H", "C", "H", "H", "H", "H", "F", "C", "F", "F", "C", "O", "C", "F", "F", "F", "C", "F", "F", "F"],
  "xyz": [[-1.192, 0.955, -0.275], [-1.207, 2.065, 0.676], [-2.108, 2.909, -0.209], [-0.198, 2.490, 0.796], [-1.617, 1.803, 1.648], [-1.848, 1.802, -1.250], [-1.708, 3.890, -0.473], [-3.150, 2.905, 0.151], [-0.888, 2.254, -2.326], [0.058, 2.650, -1.919], [-1.356, 3.049, -2.926], [-0.635, 1.433, -3.003], [-3.041, 1.037, -1.744], [-3.626, 0.688, -0.879], [-2.681, 0.140, -2.259], [-3.634, 1.671, -2.421], [1.961, 2.886, 2.480], [-1.313, -2.832, 0.569], [-0.288, -2.547, 1.494], [-0.606, -1.324, 2.152], [0.599, -3.129, 1.686], [-1.894, -0.909, 1.691], [-2.300, -1.810, 0.652], [-3.185, -1.721, 0.030], [-1.367, -3.700, -0.085], [0.017, -0.799, 2.872], [-2.489, -0.099, 2.113], [1.329, -3.048, -1.560], [0.118, -2.521, -2.266], [0.219, -1.157, -2.382], [-0.696, -3.180, -2.551], [1.385, -0.691, -1.627], [1.975, -1.787, -1.061], [2.749, -1.843, -0.313], [1.975, -3.434, -2.358], [-0.434, -0.488, -2.930], [1.707, 0.353, -1.530], [0.559, 4.832, 2.051], [-0.318, 5.779, 1.361], [-0.087, 7.180, 1.948], [-1.367, 5.449, 1.440], [-0.073, 5.731, 0.284], [0.955, 7.008, 3.064], [-1.008, 7.627, 2.334], [0.276, 7.838, 1.151], [1.456, 5.572, 2.967], [0.529, 7.179, 4.062], [1.797, 7.695, 2.964], [1.459, 5.005, 3.918], [2.483, 5.519, 2.554], [-0.441, -5.640, -2.122], [0.883, -5.950, -2.071], [1.000, -7.300, -2.130], [1.451, -5.449, -3.205], [1.513, -5.371, -0.753], [1.053, -4.030, -0.527], [0.985, -6.121, 0.498], [1.278, -7.441, 0.548], [1.497, -5.549, 1.611], [-0.367, -5.976, 0.549], [3.099, -5.389, -0.783], [3.571, -6.648, -0.634], [3.593, -4.898, -1.951], [3.590, -4.612, 0.211]],
  "nbo_charge": [-0.504, -0.044, -0.462, 0.099, 0.205, 0.260, 0.188, 0.218, -0.625, 0.199, 0.207, 0.218, -0.627, 0.236, 0.229, 0.199, 0.885, -0.335, -0.350, -0.375, 0.190, -0.347, -0.340, 0.178, 0.190, 0.162, 0.164, 0.044, -0.184, -0.218, 0.228, -0.224, -0.198, 0.212, 0.231, 0.199, 0.202, -0.634, -0.065, -0.437, 0.210, 0.194, -0.437, 0.235, 0.226, -0.105, 0.230, 0.234, 0.188, 0.177, -0.303, 0.966, -0.311, -0.314, 0.005, -0.485, 0.985, -0.308, -0.302, -0.296, 0.974, -0.312, -0.317, -0.304],
  "gap_ev": [2.692, 2.696],
  "lumo_ev": [-1.9, -1.9],
  "e_above_lowest_ev": 2.751,
  "e_tot_ha": -2189.93869
}

=====

No. 3
{
  "formula": "C23H28FN7O6ReS2Si",
  "method": "the ωB97M-V functional and the def2-TZVPD basis",
  "species": ["Re", "C", "Si", "C", "C", "N", "C", "C", "C", "C", "C", "C", "F", "H", "H", "H", "H", "H", "H", "H", "H", "H", "H", "H", "H", "H", "O", "C", "O", "C", "C", "C", "C", "C", "C", "N", "O", "O", "N", "O", "O", "H", "H", "H", "C", "C", "C", "C", "N", "C", "S", "N", "C", "H", "H", "H", "H", "H", "H", "H", "H", "N", "C", "N", "S", "H", "H", "H", "H"],
  "xyz": [[0.750, -1.005, -0.224], [-1.792, -0.034, 2.376], [-1.586, -1.877, 2.170], [-0.913, -2.580, 3.766], [-3.218, -2.589, 1.629], [-0.409, -2.241, 0.824], [-0.394, -3.572, 0.359], [-0.766, -4.706, 1.090], [-0.737, -5.964, 0.508], [-0.337, -6.143, -0.811], [0.059, -5.046, -1.565], [0.017, -3.833, -0.937], [0.435, -2.681, -1.650], [-2.754, 0.116, 2.871], [-1.827, 0.508, 1.433], [-1.020, 0.389, 3.020], [-1.181, -1.916, 4.590], [0.175, -2.664, 3.747], [-1.322, -3.561, 4.006], [-3.995, -2.265, 2.323], [-3.239, -3.676, 1.595], [-3.481, -2.212, 0.639], [-1.066, -4.602, 2.121], [-1.030, -6.820, 1.098], [-0.324, -7.129, -1.253], [0.385, -5.132, -2.592], [3.608, 0.252, -3.198], [2.501, 0.195, -2.732], [2.224, -0.378, -1.572], [1.267, 0.845, -3.305], [0.100, 0.214, -2.928], [-1.050, 0.944, -2.777], [-1.175, 2.232, -3.261], [-0.033, 2.769, -3.830], [1.205, 2.135, -3.810], [-0.099, 4.161, -4.317], [0.708, 4.485, -5.150], [-0.941, 4.873, -3.806], [-1.965, 0.400, -1.789], [-3.123, 0.683, -1.784], [-1.443, -0.321, -0.898], [0.109, -0.830, -2.664], [-2.081, 2.809, -3.161], [2.095, 2.660, -4.130], [0.622, 5.072, 3.560], [0.169, 4.224, 2.426], [-0.828, 4.540, 1.541], [-1.181, 3.612, 0.557], [-0.528, 2.444, 0.408], [0.425, 2.155, 1.264], [1.377, 0.697, 1.304], [0.759, 3.016, 2.263], [-2.305, 3.900, -0.371], [0.160, 6.053, 3.509], [1.706, 5.190, 3.549], [0.342, 4.606, 4.506], [-1.347, 5.483, 1.622], [1.477, 2.728, 2.920], [-2.990, 4.627, 0.055], [-2.844, 2.985, -0.607], [-1.907, 4.323, -1.299], [4.598, -0.540, 0.116], [4.004, -1.666, -0.211], [4.517, -2.473, -1.112], [2.569, -2.232, 0.659], [5.348, -0.166, -0.449], [4.132, 0.092, 0.747], [5.343, -2.230, -1.642], [4.048, -3.335, -1.337]],
  "lowdin_spin": [2.225, 0.001, 0.032, 0.008, 0.009, 0.257, 0.013, 0.028, -0.004, 0.034, -0.004, 0.030, 0.022, 0.000, 0.000, 0.000, 0.001, 0.000, 0.000, 0.001, 0.000, 0.000, 0.001, -0.001, 0.002, -0.001, 0.019, 0.011, 0.073, 0.009, 0.009, 0.007, -0.002, 0.005, -0.001, 0.000, 0.001, 0.000, 0.002, 0.014, 0.008, 0.005, 0.000, 0.000, 0.000, 0.000, 0.008, 0.000, 0.011, 0.015, 0.039, 0.008, 0.000, 0.000, 0.000, 0.000, 0.000, 0.000, 0.000, 0.000, 0.000, 0.004, 0.013, 0.001, 0.081, 0.001, 0.001, 0.001, 0.001],
  "gap_ev": [6.628, 6.415],
  "s2": 3.777,
  "charge": 2,
  "lumo_ev": [-6.7, -7.3],
  "e_above_lowest_ev": 0.000,
  "multiplicity": 4,
  "e_tot_ha": -2991.38919
}

=====

No. 4
{
  "formula": "C23H28N2O2",
  "method": "the ωB97M-V functional and the def2-TZVPD basis",
  "species": ["C", "C", "C", "C", "C", "C", "C", "C", "N", "C", "C", "N", "C", "C", "C", "C", "C", "C", "C", "C", "C", "O", "C", "C", "C", "C", "O", "H", "H", "H", "H", "H", "H", "H", "H", "H", "H", "H", "H", "H", "H", "H", "H", "H", "H", "H", "H", "H", "H", "H", "H", "H", "H", "H", "H"],
  "xyz": [[-3.804, -2.606, -0.534], [-4.404, -1.305, -0.083], [-5.694, -0.980, -0.490], [-6.298, 0.202, -0.103], [-5.615, 1.082, 0.718], [-4.336, 0.769, 1.135], [-3.715, -0.410, 0.738], [-2.301, -0.650, 1.212], [-1.416, 0.395, 0.704], [-0.124, 0.453, 1.367], [0.868, -0.604, 0.877], [1.035, -0.454, -0.556], [2.082, -1.312, -1.089], [3.422, -0.915, -0.570], [4.231, -1.507, 0.347], [5.387, -0.677, 0.460], [6.564, -0.714, 1.204], [7.473, 0.306, 1.034], [7.233, 1.355, 0.143], [6.075, 1.415, -0.605], [5.160, 0.389, -0.435], [3.968, 0.232, -1.055], [-0.235, -0.672, -1.216], [-1.267, 0.371, -0.751], [-0.902, 1.760, -1.294], [-1.934, 2.821, -0.901], [-1.906, 3.135, 0.465], [-4.506, -3.146, -1.164], [-2.893, -2.439, -1.108], [-3.559, -3.237, 0.321], [-6.232, -1.668, -1.126], [-7.298, 0.431, -0.439], [-6.075, 2.006, 1.033], [-3.802, 1.450, 1.781], [-2.284, -0.577, 2.305], [-1.964, -1.659, 0.941], [-0.276, 0.350, 2.444], [0.307, 1.439, 1.177], [1.832, -0.449, 1.365], [0.510, -1.619, 1.137], [2.079, -1.194, -2.177], [1.910, -2.377, -0.848], [4.039, -2.419, 0.875], [6.752, -1.523, 1.894], [8.394, 0.301, 1.599], [7.972, 2.135, 0.040], [5.882, 2.222, -1.294], [-0.095, -0.576, -2.295], [-0.616, -1.693, -1.014], [-2.244, 0.100, -1.167], [0.083, 2.053, -0.934], [-0.860, 1.702, -2.382], [-1.731, 3.754, -1.432], [-2.939, 2.470, -1.189], [-1.933, 2.283, 0.932]],
  "nbo_charge": [-0.635, -0.006, -0.214, -0.203, -0.215, -0.185, -0.039, -0.241, -0.484, -0.216, -0.254, -0.435, -0.263, 0.314, -0.302, -0.136, -0.184, -0.228, -0.211, -0.268, 0.340, -0.427, -0.229, -0.053, -0.438, -0.054, -0.745, 0.219, 0.213, 0.218, 0.206, 0.213, 0.216, 0.214, 0.212, 0.182, 0.203, 0.213, 0.220, 0.156, 0.221, 0.182, 0.229, 0.213, 0.213, 0.215, 0.225, 0.207, 0.158, 0.216, 0.219, 0.209, 0.178, 0.150, 0.488],
  "gap_ev": 9.142,
  "smiles": "Cc1ccccc1CN1CCN(Cc2cc3ccccc3o2)C[C@@H]1CCO",
  "lumo_ev": 0.7,
  "e_above_lowest_ev": 2.249,
  "e_tot_ha": -1153.21275
}

=====

Max |F| readings, ordered: 0.0602 0.0389 0.0075 0.0214 Eh/bohr